ORCA calculation (the ωB97M-V functional and the def2-TZVPD basis) on 4 unconnected molecules or ions with the total composition C20H34N5O2 at a distorted geometry.

Summary:
Charge = -1
E_LUMO = 0.0777 hartree

```
61
Properties=species:S:1:pos:R:3:forces:R:3:nbo_charge:R:1
C 7.594 1.196 -1.435 -0.493 0.114 -0.545 -0.646
C 6.014 1.202 -1.875 0.160 -0.905 -0.007 -0.448
C 5.322 2.689 -1.923 -0.512 0.354 -0.854 -0.291
N 4.558 2.890 -3.240 4.618 0.293 0.828 -0.552
O 3.231 2.966 -3.011 -3.565 -2.373 1.125 -0.457
C 2.688 1.616 -2.799 -0.229 -0.812 -0.730 -0.127
C 1.426 1.283 -3.821 0.527 0.414 0.123 -0.252
N 0.743 0.017 -3.352 -1.280 1.002 0.264 -0.676
C -0.644 0.264 -2.800 0.290 -1.088 0.191 -0.243
C -0.687 0.978 -1.324 -0.672 1.440 -0.341 0.076
C -0.526 2.638 -1.391 1.012 -0.858 -1.198 -0.688
O -2.075 0.755 -0.800 0.269 1.453 -1.360 -0.780
H 8.207 0.762 -2.341 -0.935 0.818 1.965 0.195
H 7.928 2.320 -1.259 -0.515 -2.460 -0.132 0.204
H 7.718 0.516 -0.491 0.157 1.479 -1.720 0.192
H 5.931 0.732 -2.962 0.064 1.248 2.233 0.208
H 5.444 0.437 -1.161 0.965 1.675 -1.361 0.169
H 6.191 3.503 -1.864 -1.419 -1.637 0.013 0.144
H 4.584 2.887 -1.029 1.409 -0.475 -1.320 0.157
H 2.416 1.434 -1.655 0.076 0.358 -2.116 0.134
H 3.520 0.800 -3.058 -1.549 1.927 0.480 0.193
H 1.804 1.080 -4.919 -0.399 0.633 2.259 0.196
H 0.652 2.186 -3.905 1.705 -2.002 0.390 0.184
H 1.340 -0.559 -2.718 -0.782 1.012 -0.608 0.364
H -1.178 -0.800 -2.711 1.041 2.275 0.066 0.197
H -1.269 0.864 -3.610 1.309 -1.009 1.862 0.203
H 0.114 0.546 -0.555 -1.936 0.686 -1.727 0.194
H -0.857 3.001 -2.475 0.520 -0.722 2.378 0.210
H 0.634 2.842 -1.334 -2.421 0.026 0.047 0.260
H -1.155 3.197 -0.577 1.376 -1.245 -1.376 0.216
H -2.611 1.450 -1.321 1.182 -1.756 1.230 0.465
N -2.075 -1.174 1.910 -0.031 -0.154 0.223 -0.502
C -1.387 -2.141 2.596 -0.041 0.063 -0.034 -0.074
C -1.827 -2.132 3.901 0.201 -0.237 -0.154 -0.311
C -2.819 -1.127 4.005 -0.234 0.241 -0.124 -0.325
C -2.954 -0.554 2.760 0.057 -0.003 -0.085 -0.071
H -1.954 -0.953 0.931 -0.095 0.146 0.175 0.439
H -0.645 -2.751 2.098 -0.109 0.110 0.124 0.212
H -1.472 -2.779 4.692 0.041 0.099 -0.166 0.207
H -3.375 -0.853 4.892 0.073 -0.009 -0.149 0.212
H -3.598 0.241 2.408 0.148 -0.130 0.076 0.210
N -1.359 -4.103 7.252 -0.004 -0.040 0.070 -0.508
C -0.935 -5.359 6.906 0.041 -0.066 -0.038 -0.077
C 0.121 -5.693 7.724 -0.234 -0.166 -0.289 -0.308
C 0.338 -4.601 8.599 -0.120 0.363 0.140 -0.308
C -0.592 -3.635 8.287 0.055 0.030 0.045 -0.076
H -2.120 -3.600 6.813 0.288 -0.194 0.160 0.417
H -1.419 -5.907 6.108 0.117 0.086 0.130 0.212
H 0.675 -6.622 7.695 -0.105 0.156 -0.016 0.220
H 1.091 -4.528 9.373 -0.135 0.010 -0.135 0.220
H -0.773 -2.656 8.711 0.072 -0.173 -0.075 0.210
N -4.992 1.726 -2.868 0.095 -0.003 0.045 -0.517
C -4.895 0.490 -3.452 -0.037 -0.174 -0.080 -0.075
C -4.943 0.659 -4.818 0.023 -0.302 0.319 -0.305
C -5.067 2.047 -5.066 -0.037 0.402 0.175 -0.304
C -5.091 2.682 -3.845 -0.042 0.128 -0.136 -0.081
H -4.989 1.905 -1.872 -0.052 -0.086 -0.384 0.412
H -4.803 -0.402 -2.847 0.021 0.150 -0.128 0.217
H -4.893 -0.131 -5.555 0.017 0.126 0.151 0.223
H -5.130 2.531 -6.032 0.030 -0.062 0.183 0.222
H -5.172 3.730 -3.588 0.023 -0.179 -0.081 0.210
```
Forces are in eV/Å.